(1)
This record from the Open Molecules 2025 dataset describes C51H45N7O7RuS2 as an isolated structure. The level of theory is the ωB97M-V functional and the def2-TZVPD basis.

The HOMO-LUMO gap (alpha / beta) is 6.69 / 6.66 eV. Its expectation value of S² is 1.064. The calculation puts the electronic energy at -102637.123 eV. The relative energy (zero: lowest compared OMol25 entry of this formula, charge and spin) is 0.364 eV.

ORCA input file:
```
! wB97M-V def2-TZVPD RIJCOSX def2/J DEFGRID3
* xyz -1 2
H -1.50993 0.34764 -3.42487
C -0.16849 0.46992 -7.87399
C 2.23517 0.59796 -4.43966
C 1.06366 1.86004 -2.71990
N 2.09258 1.46765 0.83744
C -1.70868 -1.13664 5.66156
H -3.07972 -5.13383 0.45810
N -0.40229 -1.62837 -1.63670
C -0.82399 1.81684 0.89401
H -1.89834 -4.49787 5.89455
C -3.01759 -1.22844 1.27887
C -5.31654 -2.03141 1.92514
H -2.04347 -0.23861 6.16303
H 0.38065 1.37912 -7.63988
H -0.53676 -3.36785 -5.23624
O -1.26455 -3.76038 -2.78580
H 0.89126 5.17078 -3.56405
C -0.36301 -1.64100 -6.51705
C 2.85162 -1.51806 -0.45019
N 0.42275 1.89812 -1.52637
H 0.43416 -0.14339 -8.53812
O -2.12578 0.74136 -1.43436
H -4.95765 -3.65806 -0.21843
C 3.49001 1.50516 4.25185
N 0.66033 -0.53065 1.95714
C 0.85056 -2.05834 -1.49577
C 2.01243 2.96586 -4.68442
H 2.58168 -0.35508 -4.81272
C 1.60566 0.08007 2.71185
H -3.38452 -3.06363 -0.75956
N -4.16087 -0.11624 -0.92801
H 4.70108 3.49880 2.86020
C 1.53906 0.64925 -3.24943
O 1.52354 -2.83054 2.52236
H 2.68282 2.56846 -0.79675
H -1.71741 0.77348 2.52885
C -0.99909 -1.03132 4.48241
C -0.01896 3.08756 -1.03310
H -0.67250 -4.29610 3.74646
N 1.56802 -1.27733 -0.65803
C 0.78200 4.26510 -2.98216
C -1.04983 -1.56325 -4.23348
H 0.89204 -3.74117 -2.83898
C -0.63606 -2.17677 3.79727
H 1.34125 -0.25206 -2.70313
H -2.62335 2.79172 3.59838
C -0.64111 -2.29731 -5.32833
C -0.65682 3.06634 0.26865
C -4.95896 -1.04878 -0.33325
C -1.13360 4.21366 0.92157
H -3.50223 -1.67943 7.57081
C 2.82277 -3.32358 -2.00014
C 2.31145 1.18177 2.13870
H -0.24961 5.19734 -1.38188
H -6.18070 -0.05854 1.75560
O -6.11381 -1.18825 -0.67704
C 3.26130 1.89385 2.92107
H 4.19884 2.06172 4.84635
H -4.86514 -0.18375 2.93602
C 3.53645 -2.51135 -1.11501
C 1.47914 -3.12306 -2.18183
C 3.74464 3.18858 0.95757
C 0.13947 4.26916 -1.77081
H -1.03613 1.52545 -5.56685
H -2.33825 -3.81258 1.35731
H -1.08291 0.74873 -8.39637
H -3.89022 -4.49462 1.89441
H -4.85406 -2.63862 2.70352
C -0.49606 -0.26238 -6.60886
C -0.95705 -3.41762 4.30427
H 3.08733 0.06059 5.76535
C -1.52947 1.73949 2.08210
O -0.47083 -2.58718 1.14653
C 2.81764 2.41699 0.26438
C -1.19981 -0.19142 -4.30730
N -2.27960 -0.52724 0.39759
Ru -0.02207 0.17540 -0.00421
H -4.52166 0.31576 -1.77102
C -3.28685 -4.22882 1.02719
H -2.18722 5.01528 2.59779
C -1.81541 4.11983 2.11786
C 2.48795 1.75843 -5.15887
H 4.29403 3.95801 0.43758
C 1.94160 -0.32203 4.00897
H -0.72947 -0.06348 4.09247
C -1.64125 -3.52070 5.50711
C -4.31485 -1.86514 0.77147
H 3.33077 -4.10553 -2.54821
C 3.96637 2.94271 2.29615
H 1.48519 -1.20257 4.42524
H 4.59375 -2.64592 -0.95680
H 3.34515 -0.85888 0.25205
O -2.69048 -1.34203 2.44900
H 2.19992 3.88205 -5.23004
H -6.19309 -2.55055 1.52943
H -0.04646 -2.20345 -7.38445
C 2.85893 0.39332 4.76299
C -4.00431 -3.23837 0.11996
H 3.05271 1.72055 -6.08067
C -2.04590 2.87777 2.68806
C -2.79212 0.00209 -0.70480
C -2.02498 -2.38075 6.19953
C -2.74792 -2.46061 7.51226
H -0.96986 5.19020 0.48959
O -2.77952 -1.90240 -2.35307
H -2.04278 -2.31786 8.33256
S -1.43790 -2.33012 -2.65710
C -0.92513 0.45385 -5.49698
C 1.29807 3.04488 -3.48305
C -5.73333 -0.69107 2.52027
H -3.23214 -3.42473 7.64217
S 0.30221 -2.10096 2.25127
H -6.46471 -0.84824 3.31186
*
```

(2)
This record from the Open Molecules 2025 dataset describes C51H48BMnN6O4 as an isolated structure. The level of theory is the ωB97M-V functional and the def2-TZVPD basis.

The HOMO-LUMO gap (alpha / beta) is 5.94 / 7.07 eV. Its expectation value of S² is 3.830. The calculation puts the electronic energy at -102794.589 eV. The relative energy (zero: lowest compared OMol25 entry of this formula, charge and spin) is 1.559 eV.

ORCA input file:
```
! wB97M-V def2-TZVPD RIJCOSX def2/J DEFGRID3
* xyz -1 4
C -1.96708 -1.87475 6.00409
H 1.19428 0.89359 7.66077
H 4.78307 2.40436 -1.21824
C -3.78823 -0.08983 0.68295
B 0.85643 -2.09776 -0.81642
H -2.90590 0.05297 -5.10804
H -2.04250 -2.56751 6.83199
H 3.47043 -2.72160 -2.36533
O 1.23582 7.06477 -4.24402
H 1.37057 -3.09395 -1.22554
H 1.36167 -3.25498 -3.64664
C 4.04812 3.01214 -0.71079
C 0.28033 -3.36752 -3.57750
C 0.93884 -4.80696 0.65984
H -1.12492 -3.33607 4.72774
C 0.88881 6.02428 -3.41360
C 0.48153 8.18706 -3.79389
C -1.44628 -2.30893 4.79633
H -1.58976 -1.40311 -4.74664
C -3.88240 -1.40419 1.48038
C -1.24305 -1.28788 -3.73771
C -0.70829 -2.04674 2.46441
H 1.10795 2.84945 0.92349
H -5.75747 0.56369 1.32803
H 0.13317 0.33937 5.50617
N 0.21639 -2.41840 0.53619
H 0.08165 -4.21723 -2.92659
C 3.03900 2.86129 5.62571
H 3.46586 6.27645 -0.03145
H 4.96272 -2.17540 -1.59607
C -2.70675 1.92681 -2.31043
C 3.90380 -2.37001 -1.42998
C -4.73227 0.94088 1.31053
O -1.38692 3.74076 0.37918
H -4.33764 1.89643 -5.79160
C -4.31984 -0.43771 -0.72375
H -5.29224 -0.92552 -0.63083
C 1.38018 1.64697 4.35703
H -0.17916 8.52370 -4.60298
H 2.80525 2.99943 3.50177
H 5.15443 4.79646 -1.09913
C 4.25825 4.37900 -0.65791
C -3.87648 1.91935 -4.81245
C -3.51760 2.98030 -2.69922
H -3.11938 -2.10900 1.15301
N -0.89771 -0.47939 -1.67021
H -4.71249 1.87339 0.74708
H -3.77454 -1.25611 2.55413
C 2.44290 2.55064 4.41561
H 1.14171 2.83020 -2.44771
H 3.05872 2.52647 7.74817
O -0.22682 2.13182 -0.64866
C 0.82661 3.86142 -2.48118
C 0.72983 1.30364 3.12853
C 1.34478 4.73026 -3.44700
H -2.78688 -0.21130 7.08616
C -1.77213 -0.14831 3.84882
H -0.10280 -3.59934 -4.57067
N -0.17531 -1.61775 -1.85315
O -0.30477 7.79281 -2.67823
C 0.20218 0.98668 2.08265
Mn -0.52474 0.40563 0.33279
C 1.98058 3.26417 0.44664
H -4.42963 1.16421 2.33393
C 2.90241 2.42294 -0.16483
C -2.28815 0.29257 5.05798
C 2.18066 4.63660 0.48918
N 1.62425 0.23015 -0.25054
H 3.81520 -3.17831 -0.70521
H -4.73405 3.80994 -4.26317
H 1.17199 8.98321 -3.48789
H 0.83049 -5.61719 1.38129
C -2.44317 0.86667 -3.16793
C 0.30137 -3.57793 1.21223
C -2.39931 0.48054 0.65148
H 1.42545 5.25183 0.95911
C -4.10044 2.98933 -3.95682
H -3.68967 3.78736 -2.00068
C -0.03002 6.45466 -2.47762
H -1.75382 0.52711 3.01540
H 0.47592 -5.11610 -0.27587
H -3.64166 -1.12324 -1.23176
H -4.45059 0.44237 -1.34720
C 1.54823 1.36570 6.75392
H -2.32243 1.89031 -1.30904
N -0.41555 -1.47379 1.27614
C 2.59524 2.27580 6.80363
C 3.31624 5.20615 -0.06139
N 1.93781 -1.01829 -0.66538
C 3.80591 0.12407 -0.75759
H 2.00122 -4.66267 0.46675
H -2.61499 1.31995 5.13734
C -1.55117 -0.26896 -2.82465
C -0.27182 -3.38362 2.44166
C 0.94939 1.05396 5.54633
C -0.37635 -2.12436 -3.08141
C -0.63517 3.33514 -0.49412
C -1.32467 -1.45769 3.69357
C -0.54448 5.62136 -1.52250
C -3.05781 0.87309 -4.42070
C 2.74628 0.95124 -0.34156
C 3.25156 -1.11690 -0.95250
H -2.10621 1.53384 0.76025
C -2.38440 -0.56045 6.14524
H -4.85924 -1.85699 1.30621
H 2.06608 4.40465 -4.18028
H -0.34463 -4.11824 3.21774
H 4.83706 0.38303 -0.90423
C -0.09742 4.29309 -1.53740
H 3.86228 3.56314 5.64499
H -1.25468 5.93953 -0.77596
*
```

(3)
This record from the Open Molecules 2025 dataset describes C51H48F5N7O4W as an isolated structure. The level of theory is the ωB97M-V functional and the def2-TZVPD basis.

The HOMO-LUMO gap (alpha / beta) is 5.87 / 5.99 eV. The calculation puts the electronic energy at -87678.768 eV.

ORCA input file:
```
! wB97M-V def2-TZVPD RIJCOSX def2/J DEFGRID3
* xyz 2 1
H -1.97565 6.54826 2.55302
C 0.00278 -2.40158 1.50333
H 5.35905 -3.53971 1.68208
C -2.08754 3.92252 0.24493
H 0.79780 -3.30218 -4.63653
F -1.76030 -3.01185 -1.34569
H -4.21824 2.92962 -1.55202
H -0.25803 1.56127 2.94964
C -0.20446 2.55377 3.28030
C -1.13627 3.34979 2.38065
C -2.51209 -2.51787 -2.40049
H 3.43993 -4.91759 2.89569
H 4.97170 -5.10624 -0.37475
H -0.86733 4.99994 3.74303
H -0.24843 3.53114 -1.95401
C -1.26046 4.60591 2.81152
N -1.72980 1.52841 0.79627
H -3.80189 4.07785 -2.86483
C 2.42328 -3.05219 -1.18813
O 1.79641 4.01534 0.24430
H 2.42461 -3.14866 1.51939
H -2.89780 1.57873 -0.96562
C -2.29049 -1.14712 -2.56535
C -3.78209 3.87800 -1.77497
C 0.63012 -3.14222 0.32437
H 1.48128 3.26573 2.11218
C 3.61282 -3.70957 -3.14748
C -2.27540 4.02712 -1.28657
C -4.21342 -2.63490 -4.03400
H -1.50984 3.69097 -3.17382
F -4.68874 -0.66957 -5.20616
C -1.88422 5.59639 2.04740
H 1.69059 0.67087 -3.98207
C 1.74457 -2.03029 -3.36092
H 2.25803 -1.61602 -4.27052
H 0.05910 0.17783 -3.45709
H -0.70696 3.49857 5.19222
C 3.28641 -3.74088 -0.33427
C 4.49453 -2.83792 1.70817
H 4.02910 5.16190 0.50105
C 4.30089 -4.49329 -0.96947
C -1.05180 -0.98674 3.65003
C 1.73520 1.09215 0.07714
F -5.13990 -3.38987 -4.63182
H 4.09870 -5.60998 1.51714
H -0.14889 -3.12855 -3.24716
C -0.60349 2.48345 4.75608
C -1.26840 -0.59100 2.31129
C -3.77153 -0.09499 0.20409
C -1.68913 2.96489 1.15154
C 3.34047 -3.65174 1.15878
H 0.20433 2.00732 5.29633
C -4.01067 -1.28863 -4.28851
C -1.29090 3.31446 -2.19958
H -0.13581 -1.80016 -4.42442
C 4.09022 4.10990 0.53947
O 0.59564 -4.33226 0.35691
C -3.39626 -3.29525 -3.14947
C -5.24769 -2.23127 1.00115
H 1.12083 4.23086 3.57941
H 0.84320 -3.82582 2.82505
H 4.35411 0.27384 0.39693
H 2.56954 -0.56771 -2.18381
H -1.50078 1.90585 4.88966
C -5.04721 0.15182 0.66449
H 5.24852 -4.98831 -2.91574
H 1.04585 1.29361 -2.45848
H 4.25694 -2.63182 2.72786
H 2.38611 -5.53861 1.54163
H -2.52185 6.01171 0.07865
N -0.80370 -1.30387 1.28221
H -0.03726 -2.45801 4.93183
C 1.16980 3.18088 3.16947
C -2.20889 5.24847 0.76169
C -3.08712 -0.60193 -3.48941
C 0.44486 -2.56210 -3.92323
C -2.66126 0.82017 -0.26092
H 1.92720 2.70474 3.73725
C -3.91021 -2.44311 0.62929
C 2.95447 3.32935 0.31090
N 0.62868 1.70202 0.31938
H 3.65859 -3.68764 -4.20578
H 1.02359 3.41518 0.39818
C 5.38452 2.10712 0.74442
C -5.78536 -0.95178 0.99635
F -3.44711 -4.62529 -3.00273
H -5.86329 -3.07990 1.31367
C 1.10332 0.41188 -3.14806
C -0.27455 -2.15654 3.88475
C 3.27288 -5.02732 1.85656
N 1.25501 -2.36089 -0.65568
N -0.54726 1.01696 0.08023
H -1.47789 -0.34676 4.34886
H -2.07440 5.08424 -1.49716
C 5.31234 3.50276 0.81920
H -6.80164 -0.80489 1.32850
C 4.25212 1.34566 0.45714
C 2.97589 1.92011 0.26298
O 1.89430 -0.22055 -0.19758
H 6.35037 1.71028 0.85882
H -1.42979 2.25947 -2.31350
H 6.25841 4.08616 0.97134
H -4.45504 4.53006 -1.25545
H -3.39603 -3.38857 0.62477
C -2.00207 0.71773 2.08275
C 4.45961 -4.43748 -2.37905
F -3.08092 0.75544 -3.60209
W -1.25695 -0.72070 -0.66865
C 0.28703 -2.89241 2.77571
N -3.22997 -1.33630 0.17040
C 2.59077 -3.01507 -2.57701
N 1.61467 -0.83601 -2.45426
H 4.75749 -1.94984 1.13152
H -5.39219 1.17396 0.66263
C 0.93957 -0.96585 -0.98868
O -2.85148 1.11271 2.83908
*
```

(4)
This record from the Open Molecules 2025 dataset describes C51H49AsBrN3O4PS2Zr as an isolated structure. The level of theory is the ωB97M-V functional and the def2-TZVPD basis.

The HOMO-LUMO gap is 5.95 eV. The calculation puts the electronic energy at -229443.549 eV. The relative energy (zero: lowest compared OMol25 entry of this formula, charge and spin) is 0.778 eV.

ORCA input file:
```
! wB97M-V def2-TZVPD RIJCOSX def2/J DEFGRID3
* xyz 3 1
H -4.12023 -2.64254 -3.10146
Zr 0.00238 -0.58216 -0.09106
H 1.60043 -1.44309 3.31634
C -3.35708 -1.90954 -2.82007
C -1.81315 -4.13235 -2.01213
C -0.77131 -6.49225 -2.96213
H 2.33603 0.10535 3.64928
C 2.20111 -4.42363 -0.48541
C 4.61005 -0.71414 -0.87223
C 1.63845 1.21131 -3.71448
C -2.22651 1.07179 2.40282
H 0.68883 -3.63738 0.95611
H 3.21341 -1.93067 1.52003
S -0.74189 1.89816 -2.46971
Br -4.55148 1.50382 -0.84223
C 4.79091 -5.78203 2.62269
C 2.55428 -0.91115 3.31717
C 2.53037 1.86337 1.54157
H 4.48735 3.77529 3.53179
C 5.70406 0.60331 -2.56356
H 7.75845 0.40249 2.35357
C -0.14747 -5.28482 -3.27277
C 6.12609 1.70046 5.01749
C 5.17741 -0.43721 4.39427
C -0.90446 0.44124 2.69068
H 0.60254 2.45113 0.77048
H -3.89234 -1.06812 -2.37954
H 4.28060 -0.63702 2.03564
N 2.20733 -2.52843 -1.59910
As 3.70749 -1.67480 4.74726
H 6.81646 -5.41356 3.21833
H -2.37820 -7.45874 -1.91808
C 5.57296 -0.59043 -1.86589
C 5.52320 -3.80059 3.78151
C 3.48801 -5.30133 2.64128
H -0.17915 -3.15491 -3.03396
H -3.30755 -5.34075 -1.03663
C 2.56764 4.35335 2.75895
N -2.68207 0.99794 1.14270
C -1.95075 0.81320 -3.23627
C 5.80473 -5.03062 3.19832
H 2.42087 -5.42176 -0.15230
C -1.90416 -6.51869 -2.16366
H 1.84707 0.55718 -2.87716
C 2.27585 2.22628 -5.79929
H 7.77306 2.38768 3.82625
H -2.43122 1.73862 4.41830
N 1.33442 -2.35210 -0.58045
H 2.58292 5.32397 3.23593
C 4.87093 1.67481 -2.26932
H -2.07890 -2.42455 -4.47821
H 0.64555 4.66485 1.85990
H 3.27816 2.40564 -1.03828
H 6.47339 0.70579 -3.31729
C 3.64026 3.48439 2.92531
H 6.24466 -1.41386 -2.07002
H -2.66459 0.65748 -2.42522
C 3.62889 2.24105 2.31718
C 2.75884 -3.75163 -1.55097
C 3.76093 0.35717 -0.57966
C 3.22690 -0.92678 1.95323
H 2.68046 -5.91283 2.25253
C -0.66552 -4.09331 -2.80178
H 3.43841 0.74166 -4.77530
C 7.03244 0.49010 3.15166
H 4.47083 1.56948 2.45647
H 0.95901 3.73823 -6.57129
C 0.50316 2.00411 -3.71988
O -0.13064 0.98296 -1.35357
H 4.50431 0.75811 6.05031
C -4.61058 2.22730 1.87866
H 2.18102 -3.72496 3.26610
C 4.22629 -3.29376 3.77846
H 6.14422 2.55429 5.68200
H -4.67151 2.80279 3.94050
C 2.53216 1.33265 -4.76677
C 6.10490 -0.52371 3.35581
C 1.13994 3.02651 -5.77790
H -0.62228 -0.88688 -3.19333
C 7.04148 1.60558 3.97898
C 1.47669 3.98404 1.98526
C -2.88130 1.71321 3.43637
S -2.60169 -2.69348 -1.38482
H -0.36507 -7.41833 -3.34622
C 1.45821 2.73660 1.37941
H -0.62759 3.57313 -4.68496
P 2.52310 0.25033 0.75120
C -3.84625 1.57157 0.92057
H 3.51307 -4.04921 -2.26116
H -5.56250 2.66437 1.61506
H 0.73688 -5.28054 -3.89599
C -2.51375 -1.52903 -4.03405
C -2.42976 -5.33163 -1.67119
C -4.11120 2.29873 3.16506
H 6.11872 -1.38778 2.70256
H 4.99078 2.61504 -2.79119
C 0.24468 2.93036 -4.72402
H -2.44278 1.44702 -3.98003
H 5.00997 -6.75321 2.19869
C -1.40961 -0.48048 -3.83015
H -3.22647 -1.15468 -4.77400
H 2.56536 -1.73523 -2.11139
O -0.56176 -0.49862 1.73588
C 3.90126 1.55343 -1.28555
H 6.32177 -3.25012 4.26184
O -1.44444 -1.71611 -0.99008
H -0.94915 -0.27413 -4.79648
C 1.32156 -3.51295 0.08945
O -0.19954 0.71571 3.60108
H 4.55445 -1.63411 -0.30289
C 3.21112 -4.06740 3.21266
C 5.20270 0.68391 5.22382
H 2.97618 2.31454 -6.61865
*
```

Number 1: largest force on an atom 2.92 eV/Å. Number 2: largest force on an atom 1.59 eV/Å. Number 3: largest force on an atom 3.32 eV/Å. Number 4: largest force on an atom 0.55 eV/Å.